Record 1
27
Properties=species:S:1:pos:R:3 method="wB97M-V/def2-TZVPD" relative_energy_kj_mol=351.3 gap_ev="8.0 / 8.0" smiles="C/C=[SiH]/c1ccccc1.C=NC" lumo_ev="0.6006 / 0.6005" homo_energy_ev="-7.40 / -7.40" total_energy_ev=-19976.8078
Si -1.06 -0.63 -0.54
N 2.23 -0.35 -2.43
C 0.08 -1.14 3.84
C 0.62 -0.23 1.64
C 1.58 0.79 -3.06
C 3.00 -0.11 -1.42
C -1.08 -1.67 3.33
C -0.46 -0.93 1.15
C -1.94 1.00 -0.66
C -2.43 1.60 -1.93
C -1.35 -1.57 1.98
C 0.85 -0.37 3.02
H 1.25 0.29 0.99
H 1.73 0.09 3.50
H -2.61 2.67 -1.75
H -2.11 1.69 0.16
H -2.23 -2.00 1.59
H 2.91 0.94 -0.96
H -1.61 1.51 -2.59
H -0.68 -1.56 -1.66
H -3.25 1.01 -2.28
H 0.63 0.54 -3.49
H 0.43 -1.31 4.78
H 3.62 -0.75 -0.97
H 1.47 1.59 -2.33
H -1.80 -2.25 3.95
H 2.21 1.17 -3.84

---

Record 2
12
Properties=species:S:1:pos:R:3 method="wB97M-V/def2-TZVPD" relative_energy_kj_mol=445.8 gap_ev=10.2 lumo_ev=0.5881 homo_energy_ev=-9.57 total_energy_ev=-10717.1897
O 1.77 0.53 -0.91
O -0.18 -1.20 -0.32
N -0.75 0.95 0.75
N -2.25 -0.10 -0.59
N 1.85 -0.25 0.25
C 0.92 -1.11 0.39
C -1.11 -0.21 -0.03
H -1.42 1.68 0.55
H 0.22 1.08 0.52
H 2.58 1.10 -1.01
H 0.95 -1.57 1.56
H -2.56 -0.91 -1.17

---

Record 3
16
Properties=species:S:1:pos:R:3 method="wB97M-V/def2-TZVPD" relative_energy_kj_mol=278.6 gap_ev=9.7 smiles="C=C(C)O.[H][H].C=O" lumo_ev=0.8599 homo_energy_ev=-8.79 total_energy_ev=-8402.6595
O 2.21 -1.11 -1.07
O -1.16 -1.18 1.04
C -1.20 -0.29 0.01
C -1.89 0.98 0.41
C -0.68 -0.53 -1.20
C 2.69 -0.40 -0.21
H -0.66 0.25 -1.95
H -0.17 -1.46 -1.43
H -1.63 1.79 -0.28
H -2.97 0.83 0.39
H 2.80 -0.75 0.84
H 0.69 0.82 0.66
H -1.61 1.28 1.42
H 3.02 0.63 -0.43
H -0.67 -1.96 0.76
H 1.25 1.09 1.07

---

Record 4
30
Properties=species:S:1:pos:R:3 method="wB97M-V/def2-TZVPD" relative_energy_kj_mol=0.0 multiplicity=2 gap_ev="3.0 / 6.5" charge=-1 s2=0.77 lumo_ev="3.7202 / 3.6605" homo_energy_ev="0.69 / -2.86" total_energy_ev=-14209.0339
N -0.25 2.84 -0.93
C 0.36 1.27 0.55
C 0.18 0.40 1.66
C -0.71 2.08 0.12
C -2.11 1.21 1.87
C 2.81 0.88 -0.27
C -1.39 -1.64 -0.79
C 1.47 1.52 -0.33
C -1.96 2.08 0.77
C 0.29 -3.57 -0.57
C -1.09 0.40 2.30
C 0.08 -2.09 -1.01
C 1.06 2.50 -1.21
H 1.65 2.96 -1.98
H -2.75 2.75 0.44
H 2.74 -0.11 0.17
H 0.39 -2.00 -2.05
H 1.34 -3.85 -0.42
H -1.96 -1.82 -1.70
H -3.04 1.26 2.43
H -0.28 -3.72 0.33
H -1.78 -2.31 -0.03
H -1.21 -0.28 3.14
H -0.09 -4.20 -1.39
H 0.96 -0.26 2.02
H -0.78 3.58 -1.35
H 0.73 -1.50 -0.37
H 3.21 0.78 -1.28
H 3.55 1.45 0.31
H -1.43 -0.61 -0.44

---

Record 5
74
Properties=species:S:1:pos:R:3 method="wB97M-V/def2-TZVPD" relative_energy_kj_mol=0.0 gap_ev=6.0 charge=-1 lumo_ev=2.2525 homo_energy_ev=-3.73 total_energy_ev=-66762.7213
P -1.31 -1.64 -1.46
P -2.05 -1.04 1.55
Na -0.01 0.99 -0.27
O 1.91 1.89 -1.40
O 2.31 -1.29 -3.89
O 0.63 0.49 -2.58
N -2.03 2.30 -0.73
N -1.19 2.12 1.70
N 1.03 0.57 1.90
N -2.24 2.81 1.59
C -3.57 3.21 -2.31
C 3.90 -1.42 0.78
C 3.76 -2.60 1.51
C 2.71 -2.71 2.41
C 4.11 -0.21 -5.03
C -1.40 -2.28 -3.18
C 0.48 1.01 3.01
C -2.47 2.43 -1.98
C 3.64 2.08 -3.60
C 3.07 -0.18 -4.11
C -2.66 2.94 0.25
C -2.39 -2.87 -0.59
C -2.23 -2.78 0.93
C 0.96 0.74 4.34
C 1.69 1.13 -2.36
C -1.30 2.37 4.13
C 4.91 0.90 -5.25
C 3.02 -0.37 0.96
C -3.78 3.74 0.01
C -4.23 3.87 -1.29
C 0.35 1.25 5.45
C -3.76 -0.42 1.24
C 4.67 2.06 -4.53
C -2.19 -1.38 3.36
C -0.69 1.87 2.95
C 2.81 0.99 -3.38
C -0.80 2.06 5.36
C 0.34 -2.30 -1.00
C 1.83 -1.66 2.60
C 1.96 -0.46 1.88
H 4.70 -1.32 0.06
H -1.27 2.45 6.26
H -5.10 4.49 -1.51
H 5.71 0.85 -5.97
H 1.08 -1.83 -1.65
H -1.17 -3.34 -3.24
H 3.10 0.53 0.36
H 0.77 1.02 6.42
H -3.09 -1.95 3.61
H -4.26 4.23 0.84
H -2.18 -3.88 -0.94
H -1.91 1.88 -2.73
H -3.88 0.53 1.76
H -3.43 -2.64 -0.87
H 4.45 -3.43 1.36
H -2.19 -0.43 3.90
H 1.86 0.14 4.46
H -4.52 -1.12 1.59
H 1.00 -1.77 3.28
H 0.58 -2.07 0.03
H 2.57 -3.63 2.97
H 4.29 -1.13 -5.58
H 3.45 2.97 -3.00
H -1.31 -3.29 1.23
H -2.17 3.00 4.01
H -1.32 -1.94 3.69
H 2.69 -2.02 -4.40
H -3.06 -3.28 1.44
H -3.89 3.28 -3.34
H -3.89 -0.24 0.18
H -2.39 -2.10 -3.61
H -0.67 -1.71 -3.76
H 0.38 -3.39 -1.13
H 5.29 2.93 -4.68

---

Record 6
8
Properties=species:S:1:pos:R:3 method="wB97M-V/def2-TZVPD" relative_energy_kj_mol=303.9 multiplicity=3 gap_ev="4.8 / 8.0" charge=-1 s2=2.01 lumo_ev="3.9354 / 2.8087" homo_energy_ev="-0.82 / -5.16" total_energy_ev=-18520.1076
S 0.69 1.54 0.79
O 2.09 1.14 0.69
O 0.65 2.57 1.82
N -1.16 0.79 -1.06
C 0.02 0.86 -1.53
C -0.20 2.01 -0.73
H -0.22 0.44 1.51
H 0.67 0.26 -2.16